Record 1
56
Properties=species:S:1:pos:R:3 method="wB97M-V/def2-TZVPD" total_charge=-1 e_homo_ev=-6.66 gap_ev=8.3156 relative_energy_ev=4.462 max_force_ev_per_a=3.8
O -3.975 -1.842 -2.146
H -3.227 -2.175 -1.681
H -3.776 -1.835 -3.099
O 4.520 0.115 0.819
H 1.882 -0.465 3.861
H 4.363 -0.505 1.518
O 1.942 2.180 -2.771
H 0.052 -1.761 -0.314
H 0.624 0.221 -4.242
O 2.777 -1.564 -0.887
H 3.426 -1.230 -0.233
H 3.425 -1.283 -1.592
O -2.803 -0.590 -4.262
H -1.861 -0.612 -4.397
H 0.355 1.052 0.548
O 1.699 -3.590 -2.167
H 0.852 -3.403 -2.553
H 2.052 -2.689 -1.836
O 0.105 -0.546 -4.615
H -3.066 0.193 -3.837
H 0.128 -0.946 -3.687
O -0.501 -1.554 -1.093
H -2.234 0.181 -1.462
O 0.498 2.068 3.812
H 0.445 1.649 -0.900
H -0.037 1.329 4.067
O -1.960 -1.380 3.877
H -1.505 -1.148 4.681
H -1.258 -1.634 3.281
O -0.252 -1.461 1.798
H -0.858 -2.162 1.673
H 0.477 -1.671 2.351
O 2.471 1.257 2.598
H 2.535 2.894 -2.643
H 3.248 1.641 2.988
O -0.110 1.718 -0.084
H 0.545 3.952 1.397
H -0.218 -0.664 -0.786
O -2.994 0.660 -1.821
H 2.681 1.572 -3.026
H 1.266 1.723 3.272
O 0.169 -4.003 1.607
H 0.063 -4.908 1.378
H 1.141 -3.811 1.545
O 0.534 4.207 0.469
H 0.304 3.261 0.172
H -3.721 0.153 -1.385
O -4.460 2.564 -1.111
H -4.293 2.587 -0.169
H -3.570 2.118 -1.201
O 1.984 -1.013 3.110
H 2.660 -0.263 2.636
H 3.829 0.845 0.959
O -2.472 3.442 1.758
H -1.899 4.080 1.356
H -2.005 3.045 2.472

Record 2
10
Properties=species:S:1:pos:R:3 method="wB97M-V/def2-TZVPD" e_homo_ev="-5.94 / -10.39" gap_ev="6.6045 / 7.8914" s2=2.008 relative_energy_ev=0.000 spin_multiplicity=3 max_force_ev_per_a=8.9
C -0.478 0.384 -0.028
C -1.273 -0.686 0.011
C 1.080 0.098 -0.009
O -1.162 1.633 -0.054
O 1.912 0.965 0.070
O 1.355 -1.196 -0.073
H -2.338 -0.548 0.034
H -0.895 -1.689 0.013
H -0.519 2.345 0.067
H 2.319 -1.306 -0.031

Record 3
7
Properties=species:S:1:pos:R:3 method="wB97M-V/def2-TZVPD" e_homo_ev="-11.34 / -8.62" gap_ev="11.4104 / 7.5754" relative_energy_ev=3.461 max_force_ev_per_a=1.4
C 0.966 0.461 0.013
O -1.263 -0.503 0.376
O -1.816 -1.609 -0.160
F 1.228 1.367 0.926
F 0.793 1.016 -1.177
Cl 1.799 -1.000 0.061
H -1.707 0.269 -0.039

Record 4
49
Properties=species:S:1:pos:R:3 method="wB97M-V/def2-TZVPD" total_charge=-1 e_homo_ev="-4.07 / -4.41" gap_ev="6.9916 / 7.3379" s2=2.050 spin_multiplicity=3 max_force_ev_per_a=4.1
V -0.257 0.068 -2.038
C -4.153 -2.649 2.924
C -3.095 -1.916 2.165
C -1.830 -1.725 2.700
C -0.852 -1.069 1.952
C -1.092 -0.551 0.659
N -0.144 0.068 -0.089
C 1.012 0.582 0.392
C 1.005 1.407 1.544
C 2.151 2.009 2.058
C 3.364 1.827 1.415
C 4.606 2.500 1.904
C 3.387 1.073 0.231
C 2.238 0.439 -0.333
C 2.429 -0.292 -1.747
O 1.351 -0.969 -2.189
C 2.853 0.750 -2.819
F 1.981 1.770 -3.038
F 4.035 1.377 -2.504
F 3.107 0.205 -4.050
C 3.631 -1.279 -1.709
F 3.561 -2.229 -0.733
F 3.835 -1.965 -2.876
F 4.838 -0.663 -1.494
C -2.368 -0.810 0.061
C -3.341 -1.483 0.852
C -2.714 -0.370 -1.429
O -1.873 -0.969 -2.302
C -4.173 -0.733 -1.846
F -4.462 -2.072 -1.778
F -4.521 -0.376 -3.119
F -5.125 -0.143 -1.057
C -2.764 1.185 -1.545
F -3.633 1.714 -0.614
F -3.304 1.601 -2.741
F -1.636 1.911 -1.419
H -3.961 -2.616 4.002
H -5.135 -2.194 2.757
H -4.186 -3.696 2.608
H -1.570 -2.096 3.683
H 0.149 -0.983 2.367
H 0.048 1.590 2.031
H 2.065 2.625 2.944
H 4.545 2.707 2.978
H 5.482 1.863 1.746
H 4.754 3.446 1.374
H 4.338 1.013 -0.285
H -4.318 -1.701 0.443
H -0.257 1.821 -2.038

Record 5
19
Properties=species:S:1:pos:R:3 method="wB97M-V/def2-TZVPD" e_homo_ev="-8.34 / -8.34" gap_ev="8.2782 / 8.2776" relative_energy_ev=3.679 max_force_ev_per_a=2.3
C 0.486 -0.126 0.745
C -0.594 0.091 -0.185
C -1.437 -1.079 -0.564
C -1.068 1.470 -0.515
N 0.986 0.984 1.470
C 1.531 -0.376 -0.743
O 0.493 -1.326 1.441
O 1.931 -1.571 -0.818
H 1.168 -1.861 0.957
H 0.689 -0.049 -1.512
H 1.845 0.726 1.946
H 0.320 1.292 2.173
H 2.182 0.513 -0.745
H -2.021 -0.886 -1.464
H -2.106 -1.311 0.270
H -0.811 -1.963 -0.729
H -0.228 2.159 -0.602
H -1.702 1.829 0.305
H -1.665 1.486 -1.429

Record 6
8
Properties=species:S:1:pos:R:3 method="wB97M-V/def2-TZVPD" e_homo_ev=-8.93 smiles="CC(=S)S" gap_ev=8.7752 relative_energy_ev=0.380 max_force_ev_per_a=2.3
C -0.001 1.702 0.001
C -0.155 0.232 0.032
S -1.567 -0.526 -0.006
S 1.472 -0.606 0.002
H 1.068 2.044 -0.147
H -0.269 2.017 0.978
H -0.620 2.042 -0.840
H 2.289 0.402 -0.116

Record 7
105
Properties=species:S:1:pos:R:3 method="wB97M-V/def2-TZVPD" e_homo_ev="-6.12 / -6.13" gap_ev="5.6415 / 5.6433" max_force_ev_per_a=1.8
W -0.460 0.186 -0.155
C 4.994 0.577 1.041
C 3.566 0.476 1.461
C 3.042 0.140 2.692
C 1.657 0.210 2.539
N 1.349 0.553 1.276
N 2.538 0.728 0.637
B 2.597 1.151 -0.843
N 2.239 -0.041 -1.736
N 1.066 -0.696 -1.565
C 1.024 -1.650 -2.499
C 2.198 -1.612 -3.269
C 2.945 -0.578 -2.753
C 4.283 -0.070 -3.178
C -0.107 -2.567 -2.748
C -0.489 -2.806 -4.066
C -1.545 -3.656 -4.356
C -2.224 -4.294 -3.330
C -1.837 -4.076 -2.015
C -0.792 -3.214 -1.727
N 1.623 2.324 -1.058
N 0.271 2.168 -0.938
C -0.262 3.394 -1.088
C 0.759 4.326 -1.303
C 1.936 3.611 -1.277
C 3.334 4.104 -1.438
C -1.693 3.755 -1.051
C -2.691 2.957 -1.595
C -4.016 3.362 -1.566
C -4.363 4.574 -0.986
C -3.373 5.381 -0.443
C -2.048 4.977 -0.481
C 0.706 -0.043 3.640
C 0.811 -1.230 4.364
C -0.044 -1.485 5.425
C -1.003 -0.548 5.785
C -1.086 0.652 5.094
C -0.229 0.908 4.033
H 5.635 0.368 1.895
H 5.228 -0.143 0.254
H 5.234 1.569 0.661
H 3.580 -0.082 3.598
H 3.705 1.511 -1.103
H 2.463 -2.266 -4.082
H 4.648 -0.669 -4.010
H 4.232 0.970 -3.503
H 5.013 -0.126 -2.369
H 0.024 -2.292 -4.870
H -1.844 -3.809 -5.385
H -3.054 -4.952 -3.553
H -2.362 -4.568 -1.205
H -0.505 -3.036 -0.708
H 0.647 5.380 -1.490
H 3.319 5.179 -1.612
H 3.930 3.912 -0.545
H 3.835 3.626 -2.280
H -2.436 2.011 -2.035
H -4.773 2.721 -2.001
H -5.399 4.890 -0.960
H -3.633 6.325 0.019
H -1.286 5.600 -0.029
H 1.552 -1.965 4.074
H 0.037 -2.417 5.970
H -1.678 -0.749 6.607
H -1.824 1.392 5.373
H -0.290 1.845 3.501
C -4.915 1.792 2.254
S -4.189 0.291 2.942
C -2.708 0.111 1.994
S -1.903 1.479 1.320
N -2.320 -1.114 1.917
N -1.062 -1.304 1.292
C -0.566 -2.403 1.748
C 0.715 -3.058 1.440
C 0.939 -4.305 2.024
C 2.117 -4.974 1.745
C 3.028 -4.389 0.883
C 2.715 -3.146 0.350
N 1.601 -2.488 0.633
H -5.601 2.172 3.011
H -5.464 1.577 1.340
H -4.156 2.544 2.057
H -1.193 -2.900 2.485
H 0.190 -4.735 2.676
H 2.314 -5.943 2.185
H 3.960 -4.876 0.631
H 3.392 -2.650 -0.339
C -0.936 0.765 -4.012
C -2.233 0.064 -3.719
C -3.155 -0.138 -4.739
C -4.344 -0.811 -4.507
C -4.627 -1.283 -3.235
C -3.739 -1.095 -2.182
C -4.068 -1.598 -0.809
C -2.538 -0.417 -2.433
N -1.640 -0.209 -1.397
H -1.034 1.379 -4.908
H -0.130 0.048 -4.183
H -0.614 1.401 -3.188
H -2.928 0.237 -5.730
H -5.050 -0.963 -5.314
H -5.553 -1.813 -3.046
H -4.909 -2.290 -0.850
H -4.335 -0.779 -0.135
H -3.218 -2.103 -0.353

Record 8
19
Properties=species:S:1:pos:R:3 method="wB97M-V/def2-TZVPD" e_homo_ev=-9.32 smiles=NCC[C@H](N)CO gap_ev=10.1855 relative_energy_ev=1.379 max_force_ev_per_a=0.7
N -0.460 -1.059 2.864
C -0.051 -0.254 1.693
C -0.179 -1.043 0.408
C 0.156 -0.294 -0.878
N 1.608 -0.057 -1.046
C -0.634 0.993 -0.985
O -0.434 1.501 -2.300
H 0.224 -0.983 3.607
H -0.482 -2.039 2.608
H 0.978 0.107 1.792
H -0.702 0.618 1.659
H -1.175 -1.480 0.299
H 0.467 -1.917 0.452
H -0.169 -0.909 -1.716
H 2.083 -0.397 -0.214
H 1.785 0.942 -1.055
H -1.692 0.772 -0.829
H -0.247 1.720 -0.250
H -1.097 2.156 -2.526